[1]
12 unconnected molecules or ions with the total composition C44H78N5O32P. Source: OMol25; level of theory: wB97M-V/def2-TZVPD.

Each line ends with the Löwdin charge.
Geometry (Å):
O1 0.39 -3.40 -7.33  0.203
C1 3.85 4.83 -0.65  -0.063
H1 0.63 -2.42 1.42  0.124
H2 4.53 -3.35 1.99  0.093
H3 -2.75 -5.68 4.35  0.086
H4 3.76 -2.93 -3.66  0.079
H5 3.07 0.59 -6.71  0.096
O2 1.47 -1.50 -0.26  0.028
N1 0.42 4.56 0.93  -0.294
H6 -6.36 -4.96 3.08  0.146
H7 0.04 -2.99 -3.38  0.125
H8 -2.92 1.12 -1.04  0.072
C2 -5.20 -5.13 0.01  0.014
C3 2.37 -0.21 3.45  -0.566
H9 -3.10 1.06 3.67  0.131
H10 2.15 -4.91 -4.14  0.153
O3 1.90 -1.22 3.90  0.136
O4 -0.43 0.26 -3.79  0.038
C4 0.39 3.48 -0.06  -0.112
O5 -3.51 -2.23 -3.10  0.172
H11 -2.40 0.11 1.00  0.080
N2 -1.05 -4.78 3.42  -0.429
H12 -2.97 -5.75 -1.15  0.127
H13 3.69 4.29 -1.59  0.078
H14 0.43 3.92 -1.06  0.061
O6 -4.94 -3.68 3.35  0.033
H15 0.08 -0.18 1.48  0.151
C5 7.01 -1.04 -0.10  -0.589
C6 0.99 -0.54 -1.11  -0.575
O7 -2.61 3.24 -5.97  0.195
C7 -2.60 2.97 -4.83  -0.591
C8 -6.08 -4.38 3.96  -0.290
C9 1.96 6.19 -1.53  -0.094
O8 6.43 2.96 -4.55  0.199
C10 -0.42 -0.73 0.68  -0.248
C11 -0.35 4.23 2.13  -0.094
H16 -2.70 0.08 -5.61  0.102
H17 -0.19 -2.89 -0.02  0.127
C12 -3.25 0.97 -2.07  -0.022
C13 4.51 1.54 1.32  0.002
H18 -4.96 -5.95 4.84  0.077
O9 6.40 -1.82 0.81  0.074
H19 -4.14 0.35 -2.08  0.088
H20 2.50 6.04 -2.46  0.090
P1 1.79 5.49 1.08  0.501
H21 4.65 5.56 -0.70  0.090
C14 2.73 2.05 3.11  -0.068
C15 2.67 -2.89 -3.56  -0.024
H22 2.57 -3.19 -2.50  0.091
C16 -2.23 -0.08 5.38  -0.324
O10 4.39 2.40 -5.21  0.096
H23 3.98 -1.87 1.23  0.067
H24 2.24 2.58 2.29  0.092
O11 -2.47 2.18 5.22  0.074
H25 -1.97 -4.59 -0.15  0.112
N3 1.13 7.01 1.28  -0.309
H26 -4.06 2.93 -2.32  0.143
C17 -1.97 -4.97 4.57  0.048
H27 1.99 7.25 -1.30  0.066
C18 -2.78 -4.71 -0.86  -0.071
C19 1.84 -3.88 -4.32  -0.300
H28 -2.32 -4.05 5.01  0.071
C20 -7.01 -3.20 4.25  -0.072
C21 -0.04 7.49 0.56  -0.124
C22 -1.96 3.17 -2.65  -0.109
H29 3.25 1.56 -2.51  0.111
H30 6.07 -3.68 0.09  0.155
H31 1.39 8.99 1.84  0.081
H32 3.41 -3.42 0.58  0.082
H33 -4.16 0.86 5.03  0.136
O12 2.75 5.01 2.09  -0.275
C23 -3.55 -3.07 -2.28  -0.560
C24 3.38 1.54 -4.74  -0.310
H34 2.83 2.83 3.86  0.134
H35 2.36 -1.86 -3.70  0.065
O13 7.88 -0.28 0.13  0.174
C25 5.44 2.41 -4.34  -0.601
O14 -2.46 -3.84 -1.96  0.034
C26 3.28 0.33 -5.65  -0.031
O15 -0.13 1.13 -5.74  0.093
H36 5.21 -2.67 -2.03  0.116
N4 2.55 5.48 -0.40  -0.295
O16 -1.67 3.44 -3.97  0.075
O17 3.50 -0.14 2.70  0.038
C27 -1.80 1.90 6.35  -0.604
C28 5.50 -2.75 0.19  -0.292
C29 -1.78 -0.49 -5.48  0.074
H37 4.75 1.30 3.50  0.159
C30 -5.36 -2.49 2.88  -0.604
H38 -5.28 -4.51 5.99  0.094
H39 -0.46 2.80 0.01  0.069
H40 2.65 7.88 2.53  0.082
H41 -1.36 -5.39 5.37  0.103
H42 -2.14 -1.62 1.59  0.067
H43 4.36 -1.42 -1.23  0.122
H44 -1.20 2.63 -2.11  0.100
O18 1.65 -0.18 -2.00  0.151
H45 2.35 1.92 -4.73  0.144
H46 -3.97 -1.26 5.99  0.089
H47 -2.35 3.99 -2.05  0.128
C31 -3.29 2.30 -2.78  -0.295
O19 -6.60 -2.23 3.28  0.088
C32 3.84 1.15 -3.33  -0.100
O20 -0.06 -5.45 3.42  0.098
H48 -0.67 8.07 1.22  0.086
C33 -3.11 1.00 4.76  -0.094
C34 3.99 1.25 2.71  -0.250
H49 -5.58 -5.10 1.03  0.055
H50 3.80 0.06 -3.25  0.100
H51 -3.82 -3.42 0.49  0.123
H52 -1.40 -0.84 -6.44  0.106
H53 -0.56 6.67 0.06  0.072
C35 4.25 -2.91 1.04  -0.007
C36 -1.92 -0.85 0.84  -0.013
H54 -2.46 0.39 -2.56  0.067
O21 6.41 -1.20 -1.30  0.063
O22 1.85 -3.57 -5.72  0.088
C37 -5.60 -5.13 5.17  -0.017
H55 -8.05 -3.52 4.17  0.141
H56 -6.49 -5.72 5.48  0.100
H57 -1.39 -0.30 4.73  0.156
O23 -4.55 -3.30 -1.42  0.081
H58 2.68 8.34 0.87  0.084
O24 -4.68 -1.84 2.18  0.164
H59 4.20 -0.25 -5.63  0.098
O25 -1.30 2.67 7.04  0.211
H60 -0.36 5.18 2.69  0.083
C38 5.26 -2.04 -1.15  -0.087
O26 -1.38 -4.01 2.54  0.050
O27 -0.12 0.00 -0.58  0.074
C39 0.58 -3.54 -6.20  -0.618
O28 -0.31 -3.79 -5.24  0.078
H61 -2.34 -2.03 6.22  0.088
H62 -4.74 -6.12 -0.07  0.080
C40 0.34 -3.86 -3.98  -0.082
C41 -4.10 -4.12 -0.30  -0.262
O29 1.79 1.00 3.50  0.035
H63 0.13 3.52 2.80  0.072
O30 -3.46 2.16 -4.18  0.086
H64 0.28 8.08 -0.31  0.075
H65 0.04 -4.74 -3.42  0.127
C42 -2.96 -1.38 5.61  -0.020
H66 -3.08 -1.77 4.60  0.075
H67 -1.37 3.97 1.86  0.081
H68 -1.92 -1.28 -4.75  0.071
N5 -0.72 0.42 -4.97  -0.407
H69 2.33 -0.22 -5.61  0.072
H70 0.94 5.82 -1.66  0.066
H71 4.90 2.56 1.30  0.088
H72 -6.85 -2.78 5.24  0.137
C43 1.99 8.09 1.70  -0.110
H73 4.05 4.03 0.06  0.042
H74 1.24 2.76 -0.06  0.083
H75 3.70 1.29 0.64  0.092
H76 -6.00 -5.09 -0.72  0.096
O31 -1.89 0.58 6.60  0.104
H77 5.32 0.90 0.97  0.078
C44 0.32 -2.04 0.44  -0.081
H78 -2.43 -1.24 -0.05  0.084
O32 5.16 1.67 -3.27  0.079

As for the SMILES: CN(C)P(=O)(N(C)C)N(C)C.C[C@H]1COC(=O)O1.C[C@H]1COC(=O)O1.C[C@H]1COC(=O)O1.C[C@H]1COC(=O)O1.C[C@H]1COC(=O)O1.C[C@H]1COC(=O)O1.C[C@H]1COC(=O)O1.C[C@H]1COC(=O)O1.C[C@H]1COC(=O)O1.C[N+](=O)[O-].C[N+](=O)[O-]. The HOMO-LUMO gap comes out at 8.041 eV. As for the LUMO energy: -0.730 eV.

[2]
10 unconnected molecules or ions with the total composition C44H80F24N2O20. Source: OMol25; level of theory: wB97M-V/def2-TZVPD.

Each line ends with the Löwdin charge.
Geometry (Å):
H1 3.16 5.52 -0.03  0.115
H2 -3.50 3.63 -4.60  0.070
F1 -4.40 -4.52 -4.98  0.112
H3 -1.21 0.33 -3.73  0.074
H4 3.29 0.07 -3.13  0.063
H5 -1.33 -1.34 -3.28  0.084
C1 3.40 -0.98 -2.87  -0.090
H6 0.96 2.40 -0.11  0.103
F2 3.10 5.11 -4.21  0.073
C2 4.24 -0.27 0.65  -0.392
H7 -1.79 5.16 -4.17  0.106
C3 2.52 4.97 1.93  -0.221
C4 -0.86 -2.42 -6.34  -0.096
N1 3.69 3.55 0.28  0.090
O1 -7.41 -3.93 0.54  -0.275
H8 3.37 2.64 -1.55  0.123
H9 4.38 -2.95 5.41  0.070
H10 -1.04 -1.37 -6.09  0.058
C5 4.17 4.47 -2.16  -0.223
H11 5.15 2.82 -1.07  0.128
F3 -5.41 -1.02 1.72  0.108
H12 3.15 4.75 -2.43  0.069
C6 1.62 1.43 7.63  -0.533
C7 0.19 1.68 -0.36  -0.046
O2 -2.57 3.55 3.23  -0.272
O3 -1.04 2.53 -11.81  -0.287
C8 0.49 -6.40 6.56  -0.467
H13 -2.30 -2.92 -4.93  0.098
H14 3.94 -2.30 7.59  0.107
C9 -0.28 1.91 -7.32  -0.077
C10 0.28 1.09 -1.78  -0.182
C11 3.35 -1.71 6.88  -0.299
N2 0.56 0.62 0.71  0.095
H15 -0.61 0.25 3.89  0.099
H16 2.12 2.71 4.34  0.080
H17 3.20 4.11 4.40  0.087
C12 -4.35 -3.00 -0.68  -0.286
H18 0.81 1.82 -7.23  0.079
C13 2.68 4.69 0.48  -0.077
O4 -1.64 -4.54 -5.91  -0.104
C14 -0.95 1.23 -8.49  -0.291
H19 -0.45 2.98 -7.22  0.057
O5 4.86 5.57 -1.58  -0.195
H20 -1.06 -1.98 4.38  0.087
C15 -2.92 -7.30 7.80  -0.104
O6 0.98 4.84 -1.91  -0.211
F4 -7.06 -1.94 2.65  0.051
H21 1.58 0.68 0.77  0.088
O7 -3.13 2.58 5.20  -0.145
C16 -0.69 -0.47 -3.20  -0.080
H22 3.38 5.42 2.44  0.121
H23 -2.37 2.28 -4.83  0.049
H24 -4.94 -2.55 -1.49  0.097
H25 -0.72 1.47 -6.42  0.057
C17 -6.38 -3.02 0.59  -0.501
H26 -0.59 -2.63 -7.37  0.074
H27 0.86 -5.66 7.28  0.126
O8 1.26 -7.55 6.65  -0.290
H28 -2.86 -8.00 8.64  0.055
O9 -0.76 -6.67 7.28  -0.149
H29 2.17 -1.31 -1.07  0.112
H30 -3.07 -6.26 8.09  0.073
C18 4.12 -1.63 1.39  -0.553
H31 0.47 5.85 -3.64  0.134
H32 1.02 0.18 3.53  0.129
H33 -4.50 0.92 6.77  0.064
O10 3.29 -0.29 7.08  -0.154
H34 -1.22 1.25 1.69  0.132
H35 -1.30 -2.92 3.04  0.092
H36 0.09 1.82 -2.56  0.105
H37 2.35 -2.13 6.77  0.107
O11 3.37 0.77 0.91  -0.224
H38 4.76 7.57 -1.31  0.082
F5 1.49 4.50 -5.50  0.116
H39 2.67 -1.50 -3.49  0.071
C19 3.94 -1.96 5.50  -0.102
H40 0.27 -0.62 -3.70  0.082
F6 4.98 -2.54 0.92  0.127
C20 -1.56 4.52 5.42  -0.530
C21 -3.40 -3.90 -1.50  -0.065
C22 -2.08 3.27 4.50  -0.460
F7 -0.14 -0.94 -10.69  0.118
H41 -2.83 -2.90 -6.69  0.117
C23 -2.08 -3.21 -5.96  -0.328
C24 1.93 4.45 -4.22  -0.530
C25 2.50 0.22 8.22  -0.472
H42 4.37 -1.21 -3.31  0.070
C26 -0.51 -2.33 3.50  -0.063
C27 -2.56 -5.63 -6.15  -0.525
H43 -0.80 2.10 -0.22  0.138
H44 -2.35 0.76 5.62  0.109
H45 -1.10 4.26 -5.46  0.091
F8 -0.41 -0.14 -12.75  0.065
H46 -4.56 -0.31 5.51  0.072
H47 -3.18 0.86 4.00  0.119
H48 5.27 0.08 0.78  0.136
F9 2.90 -2.21 1.41  0.149
H49 1.74 4.35 0.05  0.103
F10 1.17 0.50 -11.59  0.091
C28 -2.54 3.21 -4.28  -0.065
F11 -5.24 -3.02 2.69  0.116
O12 -0.28 -1.29 2.51  -0.178
H50 -0.46 0.24 -8.43  0.097
H51 -2.48 2.84 -3.26  0.081
O13 -0.59 -0.05 -1.83  -0.178
C29 -1.81 -7.49 6.78  -0.284
H52 -3.85 -7.63 7.31  0.057
H53 3.39 6.89 -2.25  0.089
H54 -5.34 1.28 5.28  0.074
F12 -0.77 -4.86 5.32  0.109
F13 -2.53 5.36 5.82  0.104
F14 -0.74 5.33 4.68  0.065
C30 4.46 6.84 -2.05  -0.120
H55 0.34 -2.96 3.75  0.067
H56 0.17 -0.27 0.42  0.147
C31 -3.19 1.16 5.05  -0.275
C32 0.05 0.00 3.05  -0.200
O14 4.14 -0.36 -0.79  -0.127
F15 0.43 1.02 7.12  0.101
C33 -0.13 0.17 -11.45  -0.527
O15 -5.19 -3.77 0.15  -0.110
H57 -1.30 2.52 4.36  0.106
H58 4.81 -1.30 5.52  0.071
H59 4.72 4.14 -3.04  0.130
H60 -2.01 0.98 -8.43  0.118
H61 -6.60 -2.26 -0.17  0.115
F16 1.26 -5.07 4.62  0.119
F17 -0.15 -6.68 4.30  0.138
C34 2.28 3.72 3.96  -0.084
C35 -4.48 0.76 5.69  -0.093
F18 2.23 3.13 -4.06  0.117
F19 2.22 2.11 6.64  0.119
O16 2.10 3.79 2.56  -0.181
C36 3.20 -1.29 -1.41  -0.251
H62 1.31 0.73 -1.90  0.100
H63 -3.52 -4.98 -1.41  0.071
O17 -1.73 -6.70 -6.22  -0.244
C37 0.24 -5.75 5.17  -0.572
H64 -0.01 -2.81 -5.78  0.075
H65 4.88 7.08 -3.03  0.079
C38 4.17 3.28 -1.18  -0.032
H66 1.85 -0.64 8.41  0.119
C39 -5.96 -2.24 1.87  -0.529
O18 -0.55 1.85 -9.68  -0.111
H67 -1.55 -8.56 6.74  0.102
H68 0.25 1.98 2.32  0.117
C40 0.75 4.86 -3.27  -0.432
F20 4.56 -1.47 2.65  0.116
C41 -0.20 1.04 1.99  -0.076
H69 -2.95 -5.31 -7.14  0.120
O19 3.48 0.39 9.14  -0.267
F21 1.26 2.25 8.65  0.089
F22 -4.78 -6.51 -5.72  0.123
H70 1.71 5.71 1.97  0.138
C42 -1.01 1.45 -10.96  -0.502
H71 3.14 -1.73 4.79  0.063
F23 -0.91 4.08 6.50  0.122
H72 1.47 4.31 4.40  0.078
F24 -3.40 -6.06 -4.02  0.091
H73 -3.85 -2.14 -0.23  0.106
H74 -2.11 -7.22 5.77  0.105
O20 -0.34 3.91 -3.45  -0.111
H75 3.52 -2.32 -1.23  0.110
H76 3.38 2.62 0.59  0.087
H77 -2.39 -3.61 -1.18  0.059
H78 -2.09 1.26 -10.88  0.120
C43 -3.83 -5.69 -5.27  -0.557
H79 4.56 3.54 0.81  0.163
C44 -1.36 4.17 -4.40  -0.286
H80 -3.47 -3.68 -2.57  0.041

The energy above the lowest of the compared OMol25 structures with the same formula, charge and spin is 0.0 kJ/mol. The HOMO-LUMO gap comes out at 4.368 eV. The charge is -6. As for the LUMO energy: 7.632 eV.